{
  "formula": "C9H10InN4",
  "method": "ωB97M-V with the def2-TZVPD basis set",
  "symbols": ["C", "C", "C", "C", "C", "In", "N", "C", "C", "H", "H", "H", "H", "H", "H", "H", "H", "H", "H", "N", "C", "N", "C", "N"],
  "coordinates": [[-0.43681, 1.12255, -2.14327], [0.97126, 1.27133, -1.91093], [1.15242, 2.05789, -0.71759], [-0.15996, 2.42948, -0.23511], [-1.13716, 1.83702, -1.11081], [0.13261, -0.03527, 0.29938], [-1.33990, -1.49792, -0.05512], [-0.39561, -2.46248, -0.52070], [1.01326, -1.85082, -0.68550], [2.11154, 2.37659, -0.29223], [1.77353, 0.81551, -2.49876], [-0.36553, 3.07191, 0.62908], [-2.22295, 1.92959, -1.01716], [-0.89523, 0.54203, -2.94697], [1.35812, -1.76980, -1.70083], [-0.30346, -3.27886, 0.24097], [-2.34106, -1.69138, -0.00869], [1.76053, -2.11586, 0.04660], [-0.74425, -2.82675, -1.52348], [-0.12374, -0.07791, 2.24912], [-0.10985, -0.32394, 3.38532], [-0.08713, -0.68184, 4.57803], [-0.02248, 0.28696, 5.48661], [0.03514, 1.01767, 6.40173]],
  "forces_ev_per_angstrom": [[0.76, 1.01, 0.47], [-0.90, 0.75, 0.08], [-0.33, -0.31, -0.64], [-0.15, -0.69, -0.24], [0.85, 0.03, -0.40], [-0.09, -0.43, -3.08], [-0.56, 1.52, 0.47], [-0.05, -1.65, -0.57], [-1.14, 1.19, 1.10], [-0.51, -0.15, -0.20], [-0.40, 0.17, 0.32], [0.09, -0.34, -0.43], [0.51, -0.10, 0.03], [0.19, 0.19, 0.42], [0.28, 0.14, -0.17], [-0.09, -0.20, -0.83], [0.71, -0.27, -0.18], [0.31, -0.84, -0.15], [0.51, -0.51, 0.62], [-0.06, 0.61, 2.60], [0.12, 0.26, -1.77], [-0.06, -0.04, 2.10], [0.10, 0.54, 1.86], [-0.08, -0.88, -1.42]],
  "lowdin_charge": [-0.189, -0.219, -0.227, -0.216, -0.199, 0.816, -0.197, -0.503, -0.203, 0.088, 0.090, 0.094, 0.091, 0.093, 0.016, 0.080, 0.011, -0.003, 0.085, 0.082, -0.333, 0.077, -0.401, 0.066],
  "de_lowest_ev": 0.0000,
  "homo_ha": -0.14153,
  "total_charge": -1,
  "gap_ev": 6.714,
  "energy_ha": -758.045953,
  "multiplicity": 1
}